(1)
Molecular formula: C36H43NOOsP2S3
Method: DFT, ωB97M-V/def2-TZVPD

CARTESIAN COORDINATES (ANGSTROEM)
Os 0.448 1.425 -1.073
S 0.415 2.127 1.202
P 0.467 0.117 1.773
C 1.047 -0.647 0.347
P 0.345 -1.653 -0.859
S 0.391 -0.443 -2.557
C 1.479 -3.000 -1.230
C 2.841 -2.732 -1.076
C 3.772 -3.688 -1.438
C 3.347 -4.906 -1.955
C 1.994 -5.169 -2.110
C 1.051 -4.217 -1.751
C -1.329 -2.291 -0.654
C -2.413 -1.757 -1.343
C -3.677 -2.286 -1.126
C -3.852 -3.336 -0.234
C -2.767 -3.865 0.452
C -1.500 -3.344 0.245
C 1.725 -0.073 3.048
C 1.394 -0.108 4.400
C 2.401 -0.250 5.342
C 3.724 -0.352 4.939
C 4.053 -0.312 3.590
C 3.056 -0.173 2.641
C -1.126 -0.296 2.524
C -1.308 -1.603 2.974
C -2.498 -1.955 3.588
C -3.499 -1.008 3.757
C -3.314 0.294 3.315
C -2.127 0.657 2.694
H 3.144 -1.776 -0.664
H 4.829 -3.489 -1.316
H 4.076 -5.653 -2.239
H 1.669 -6.119 -2.511
H -0.005 -4.420 -1.878
H -2.264 -0.952 -2.051
H -4.527 -1.893 -1.669
H -4.838 -3.754 -0.083
H -2.905 -4.689 1.139
H -0.641 -3.755 0.764
H 0.362 -0.025 4.717
H 2.151 -0.281 6.394
H 4.504 -0.461 5.680
H 5.088 -0.396 3.283
H 3.286 -0.150 1.583
H -0.513 -2.331 2.859
H -2.641 -2.966 3.947
H -4.423 -1.283 4.249
H -4.090 1.033 3.468
H -1.966 1.675 2.367
C 5.294 1.335 -2.945
C 4.928 1.872 -1.548
C 5.580 1.025 -0.437
C 5.319 3.354 -1.408
C 3.492 1.750 -1.391
N 2.361 1.611 -1.247
H 6.379 1.339 -3.043
H 4.872 1.966 -3.727
H 4.936 0.315 -3.088
H 6.662 1.112 -0.524
H 5.308 -0.028 -0.535
H 5.280 1.379 0.550
H 6.395 3.446 -1.546
H 5.058 3.740 -0.423
H 4.824 3.962 -2.166
C -5.040 3.982 0.674
C -4.583 2.547 0.937
C -4.037 1.869 -0.317
S -2.556 2.758 -0.902
O -1.573 1.594 -1.203
C -3.109 3.418 -2.508
C -3.610 2.432 -3.562
C -2.502 1.807 -4.408
H -5.464 4.419 1.576
H -5.809 4.010 -0.101
H -4.208 4.617 0.360
H -5.429 1.956 1.291
H -3.823 2.534 1.721
H -4.784 1.857 -1.108
H -3.685 0.853 -0.129
H -2.261 3.994 -2.885
H -3.887 4.124 -2.206
H -4.274 2.993 -4.220
H -4.215 1.647 -3.106
H -2.046 2.552 -5.063
H -2.907 1.015 -5.036
H -1.721 1.375 -3.791

## Properties
Energy above the lowest of the compared OMol25 structures with the same formula, charge and spin   2.034 eV
Energy   -95103.0710 eV
F_max   2.528 eV Å⁻¹
Charge   +2
Multiplicity   5
HOMO-LUMO gap (spin up / spin down)   7.2 / 6.0 eV
<S²>   6.0359



(2)
Molecular formula: C36H44As2CoN2O5PS2SbSe4
Method: DFT, ωB97M-V/def2-TZVPD

CARTESIAN COORDINATES (ANGSTROEM)
Co 1.611 1.365 -0.931
N 0.148 2.149 0.136
C 0.755 2.828 1.303
C 1.979 2.025 1.721
O 2.340 1.893 2.891
N 2.545 1.486 0.640
C 3.784 0.756 0.670
C 4.100 0.318 -0.758
O 5.170 -0.192 -1.043
O 3.118 0.480 -1.605
H -0.473 2.755 -0.392
H -0.416 1.355 0.435
H 0.053 2.958 2.125
H 1.111 3.808 0.986
H 3.704 -0.165 1.264
H 4.603 1.349 1.083
C -1.598 -1.673 2.524
C -1.215 -2.672 1.431
As -0.207 -1.841 -0.078
C -0.895 -3.091 -1.438
C -0.145 -4.086 -2.057
C -0.719 -4.915 -3.015
C -2.053 -4.767 -3.363
C -2.811 -3.777 -2.751
C -2.233 -2.944 -1.803
C 1.549 -2.629 0.253
C 2.489 -2.588 -0.777
C 3.780 -3.055 -0.576
C 4.156 -3.545 0.667
C 3.238 -3.561 1.707
C 1.942 -3.108 1.500
As -0.177 -0.343 2.874
C -1.300 1.042 3.670
C -2.426 1.491 2.982
C -3.153 2.577 3.449
C -2.757 3.233 4.606
C -1.625 2.803 5.286
C -0.897 1.718 4.819
C 0.652 -1.063 4.488
C 2.034 -0.944 4.594
C 2.697 -1.446 5.708
C 1.983 -2.067 6.722
C 0.600 -2.176 6.629
C -0.060 -1.673 5.517
H -1.906 -2.178 3.442
H -2.451 -1.083 2.183
H -2.113 -3.093 0.976
H -0.640 -3.510 1.824
H 0.896 -4.222 -1.796
H -0.115 -5.680 -3.489
H -2.498 -5.413 -4.110
H -3.851 -3.640 -3.020
H -2.824 -2.146 -1.364
H 2.228 -2.148 -1.733
H 4.505 -2.970 -1.372
H 5.174 -3.874 0.832
H 3.531 -3.910 2.691
H 1.254 -3.114 2.337
H -2.728 1.022 2.050
H -4.015 2.922 2.892
H -3.315 4.089 4.964
H -1.292 3.329 6.172
H 0.008 1.417 5.332
H 2.584 -0.427 3.815
H 3.772 -1.342 5.783
H 2.499 -2.458 7.590
H 0.037 -2.649 7.425
H -1.141 -1.746 5.459
Se 1.507 7.104 -0.806
Sb 3.149 5.268 -0.658
Se 4.339 6.558 -2.362
Se 4.116 4.730 1.469
Se 2.111 3.377 -1.966
C -0.315 3.325 -4.808
C -1.276 3.802 -3.738
C -2.618 4.221 -4.308
O -1.544 2.838 -2.684
P -1.469 1.261 -2.642
S -2.553 0.666 -1.115
S 0.442 0.608 -2.792
O -2.142 0.836 -4.047
C -2.311 -0.571 -4.324
C -3.793 -0.884 -4.318
C -1.639 -0.858 -5.651
H -0.122 4.166 -5.478
H -0.739 2.504 -5.386
H 0.633 3.010 -4.376
H -0.818 4.632 -3.197
H -3.066 3.394 -4.863
H -2.481 5.069 -4.982
H -3.295 4.516 -3.507
H -1.809 -1.149 -3.541
H -4.304 -0.281 -5.073
H -4.216 -0.657 -3.340
H -3.955 -1.940 -4.543
H -2.125 -0.296 -6.453
H -1.700 -1.924 -5.881
H -0.589 -0.569 -5.604

## Properties
Energy above the lowest of the compared OMol25 structures with the same formula, charge and spin   0.000 eV
Energy   -509458.5352 eV
F_max   0.509 eV Å⁻¹
Charge   -2
Multiplicity   2
HOMO-LUMO gap (spin up / spin down)   6.4 / 6.0 eV
<S²>   0.7627



(3)
Molecular formula: C36H44CrF3Ge2N4O2
Method: DFT, ωB97M-V/def2-TZVPD

CARTESIAN COORDINATES (ANGSTROEM)
Cr 0.641 -0.825 0.448
C 0.230 -3.352 -1.601
N 1.063 -2.872 -0.494
C 0.972 -3.763 0.672
C -0.012 -3.302 1.725
C -0.429 -4.200 2.700
C -1.258 -3.767 3.720
C -1.684 -2.448 3.700
C -1.254 -1.627 2.676
N -0.404 -2.021 1.726
C 2.444 -2.700 -0.967
C 2.760 -1.298 -1.417
C 3.816 -1.106 -2.296
C 4.181 0.180 -2.650
C 3.474 1.237 -2.092
C 2.434 0.966 -1.224
N 2.073 -0.275 -0.885
C -1.232 -3.429 -1.253
C -2.029 -4.465 -1.724
C -3.379 -4.464 -1.414
C -3.872 -3.462 -0.592
C -2.992 -2.493 -0.139
N -1.714 -2.454 -0.491
H 0.342 -2.653 -2.437
H 0.572 -4.340 -1.954
H 0.723 -4.790 0.371
H 1.952 -3.796 1.162
H -0.087 -5.223 2.675
H -1.562 -4.439 4.507
H -2.317 -2.060 4.478
H -1.586 -0.600 2.607
H 3.138 -2.894 -0.142
H 2.683 -3.407 -1.773
H 4.353 -1.965 -2.667
H 4.990 0.350 -3.341
H 3.728 2.260 -2.319
H 1.857 1.777 -0.788
H -1.607 -5.247 -2.336
H -4.031 -5.236 -1.793
H -4.914 -3.427 -0.318
H -3.324 -1.710 0.531
C 2.767 3.443 2.179
C 2.564 1.933 2.225
Ge 0.658 1.346 1.782
C -0.497 1.620 3.435
C -0.069 2.838 4.237
C -0.051 2.737 0.557
C -0.734 2.514 -0.560
Ge -0.980 0.535 -1.070
C -0.303 -0.078 -2.935
C 0.132 0.897 -4.018
C -2.994 0.419 -1.393
C -3.457 1.215 -2.604
C -1.398 3.626 -1.251
C -1.339 3.751 -2.634
C -1.919 4.827 -3.277
C -2.575 5.798 -2.540
C -2.632 5.692 -1.159
C -2.054 4.614 -0.514
H 3.795 3.686 2.441
H 2.117 3.937 2.896
H 2.562 3.845 1.188
H 2.783 1.572 3.229
H 3.275 1.447 1.549
H -0.414 0.739 4.066
H -1.535 1.739 3.117
H 0.956 2.725 4.582
H -0.704 2.941 5.115
H -0.155 3.749 3.648
H 0.072 3.756 0.899
H -1.105 -0.712 -3.318
H 0.547 -0.730 -2.737
H -0.722 1.409 -4.450
H 0.630 0.355 -4.823
H 0.835 1.632 -3.627
H -3.538 0.748 -0.507
H -3.245 -0.626 -1.566
H -3.384 2.283 -2.429
H -4.495 0.975 -2.828
H -2.859 0.964 -3.476
H -0.822 2.994 -3.194
H -1.870 4.904 -4.352
H -3.042 6.631 -3.042
H -3.135 6.452 -0.581
H -2.117 4.531 0.561
F 4.666 -1.755 2.752
C 3.601 -1.630 3.556
F 3.372 -2.844 4.091
F 3.919 -0.793 4.538
C 2.345 -1.185 2.757
O 1.390 -0.728 3.363
O 2.421 -1.396 1.528

## Properties
Energy above the lowest of the compared OMol25 structures with the same formula, charge and spin   0.265 eV
Energy   -197702.5767 eV
F_max   2.280 eV Å⁻¹
Charge   +1
Multiplicity   5
HOMO-LUMO gap (spin up / spin down)   7.8 / 5.8 eV
<S²>   6.0303